(1)
A cluster of 15 separate species, C70H65N15O20 in total in a non-equilibrium geometry. Source: the OMol25 dataset; level of theory: wB97M-V/def2-TZVPD.

Each line ends with the Löwdin charge.
Positions of all 170 atoms, in Å:
C  2.29  1.93  -3.95  -0.062
C  -4.70  -5.67  -2.85  -0.068
N  5.40  5.91  1.34  -0.400
C  -2.13  -2.24  -4.37  -0.164
C  1.29  1.01  -4.22  -0.049
O  4.10  -1.07  -4.04  0.070
H  0.99  5.12  -0.09  0.088
N  -3.43  -2.34  -5.01  -0.340
C  -2.27  -4.88  3.88  -0.059
H  -2.85  -1.26  -2.59  0.101
C  6.54  -0.92  -2.89  -0.009
C  -3.67  7.48  -2.36  -0.041
N  0.55  -2.19  3.89  0.177
O  6.06  6.83  1.67  0.108
C  -3.70  -5.84  5.59  -0.005
H  2.77  2.10  6.43  0.111
H  -0.82  0.74  -4.54  0.114
H  -4.75  2.16  -3.37  0.060
H  6.41  -1.38  -3.86  0.124
H  -2.70  1.04  -1.46  0.084
O  -2.39  3.63  -1.80  0.055
C  7.86  4.03  -0.71  -0.059
C  5.08  4.23  -0.45  0.012
C  1.47  -5.12  -0.18  -0.009
C  -3.18  6.20  -2.17  -0.010
N  0.06  7.06  -2.46  0.164
O  -5.43  -5.37  7.60  0.088
H  -1.09  -1.17  6.44  0.085
H  7.45  2.51  -2.16  0.102
C  -5.31  1.25  -3.50  -0.050
C  -5.19  -4.54  -0.79  0.009
H  -0.74  4.98  -0.21  0.074
H  -5.08  8.93  -1.81  0.110
H  0.62  -5.77  -0.31  0.120
C  -4.04  -4.57  5.98  -0.159
H  7.90  5.51  0.87  0.123
N  -1.64  3.27  -4.51  -0.361
C  -0.64  1.21  -0.81  -0.020
H  -0.71  -1.38  -1.43  0.095
C  -2.70  -3.62  4.25  -0.077
O  -1.87  4.44  -4.59  0.085
H  0.59  -0.23  2.00  0.098
H  -1.05  -3.14  -6.00  0.124
H  -3.99  -6.74  6.11  0.120
H  -2.08  2.62  1.15  0.049
O  -4.08  3.19  -0.58  0.059
C  -5.66  0.36  2.29  -0.049
H  3.31  1.58  -3.82  0.097
H  -6.25  7.38  -0.17  0.111
C  7.31  4.95  0.16  -0.008
H  -0.34  1.81  -1.66  0.101
C  0.31  -2.31  -3.02  -0.058
H  2.73  1.95  3.96  0.102
C  -0.11  0.07  1.23  -0.005
H  -4.84  0.74  -4.35  0.081
N  -5.21  -0.30  -1.42  0.177
H  0.25  -3.52  0.51  0.089
C  3.42  -0.07  3.94  -0.011
H  -6.65  -5.56  -2.10  0.109
C  -3.35  -5.33  -2.76  -0.054
C  -1.95  0.81  -0.72  -0.104
C  7.78  -0.74  -2.31  -0.058
C  5.38  -0.70  -2.17  -0.151
H  8.64  -0.90  -2.94  0.111
C  -2.79  -5.98  4.55  -0.063
C  3.78  -1.17  4.69  -0.169
O  -2.24  -3.50  0.71  0.062
O  2.00  -7.34  -1.67  0.073
C  2.98  1.10  4.57  -0.062
H  0.33  4.14  -1.31  0.053
H  8.93  3.85  -0.81  0.109
C  2.01  3.30  -3.95  -0.055
H  1.16  -2.48  -2.38  0.086
O  4.59  -3.29  4.75  0.088
C  5.64  3.30  -1.33  -0.066
H  -3.79  -2.45  5.63  0.103
C  -1.02  -2.80  -4.97  -0.006
H  4.57  -0.02  -0.26  0.109
O  -4.43  -2.09  -4.33  0.057
C  0.13  6.19  -1.73  -0.285
C  2.34  -2.99  0.50  -0.068
N  -4.90  -4.40  7.14  -0.374
H  -2.36  -6.93  4.26  0.109
C  -4.59  0.09  3.25  -0.252
C  3.60  -3.37  0.12  -0.082
H  -1.40  -0.05  5.08  0.034
O  4.31  5.67  1.75  0.093
C  -0.01  1.45  -4.38  0.001
H  3.92  -2.04  6.61  0.119
H  2.85  3.96  -3.81  0.113
C  -0.29  2.80  -4.35  -0.161
O  2.40  1.10  0.95  0.070
N  4.31  -2.36  4.04  -0.341
O  4.50  -2.33  2.84  0.066
O  -5.02  -3.29  7.61  0.078
H  -2.63  -5.64  -3.51  0.112
H  -3.36  -0.38  0.41  0.070
H  -5.29  1.01  1.51  0.067
N  2.96  -6.80  -1.15  -0.362
H  -1.63  -4.94  3.01  0.101
N  -3.40  -3.39  0.41  -0.335
C  2.74  -5.51  -0.52  -0.157
C  -0.64  -0.66  5.59  -0.057
H  4.46  -2.71  0.12  0.094
O  -2.51  2.42  -4.60  0.063
H  4.03  4.11  -0.25  0.106
C  -3.86  -4.17  -0.74  -0.148
N  4.11  -1.02  -2.82  -0.330
C  7.02  3.26  -1.51  -0.072
H  6.75  0.45  0.68  0.120
H  -6.57  0.71  2.76  0.085
H  -5.01  -6.27  -3.70  0.110
C  -1.27  2.64  3.12  -0.266
H  1.08  -3.25  -4.75  0.116
N  1.61  1.40  0.09  -0.335
H  -1.88  -4.35  -1.54  0.112
H  -5.92  -0.63  1.89  0.082
C  -2.00  -1.67  -3.12  -0.016
C  -4.98  5.73  -0.63  -0.005
H  3.41  0.07  7.78  0.107
C  -5.43  7.02  -0.78  -0.067
N  -3.73  -0.11  4.00  0.174
C  0.00  -1.52  4.62  -0.284
H  8.81  -0.25  -0.51  0.114
C  7.84  -0.36  -0.98  -0.073
H  -3.13  8.24  -2.91  0.114
C  -5.26  0.39  -2.34  -0.267
O  -3.47  -2.72  -6.15  0.090
H  -2.29  5.95  -2.74  0.080
C  -3.87  5.33  -1.37  -0.145
H  2.15  -1.99  0.88  0.097
C  0.17  5.09  -0.80  -0.055
O  1.85  2.16  -0.80  0.066
C  -3.60  -3.46  5.29  -0.005
H  -1.74  -0.95  2.14  0.084
O  4.07  -7.26  -1.12  0.087
C  -2.93  -4.58  -1.67  -0.007
C  -2.35  0.00  0.32  -0.072
N  -0.46  2.39  3.87  0.163
C  -4.78  7.90  -1.63  -0.056
C  -5.63  -5.28  -1.89  -0.048
C  -2.31  2.97  2.15  -0.048
O  3.15  -1.27  -2.13  0.074
H  0.10  0.03  5.99  0.070
H  -6.34  1.47  -3.80  0.091
C  0.20  -2.80  -4.32  -0.051
C  3.33  0.04  6.71  -0.066
O  -4.18  -2.67  0.98  0.063
H  0.50  4.79  -4.23  0.112
H  -5.86  -4.23  0.00  0.121
C  0.27  0.85  0.16  -0.148
C  3.01  1.16  5.94  -0.082
H  1.44  -0.06  -4.32  0.092
C  3.69  -1.13  6.07  -0.006
C  5.44  -0.23  -0.86  -0.012
H  4.82  -4.94  -0.59  0.123
C  3.80  -4.64  -0.38  0.006
C  -1.42  -0.39  1.27  -0.061
C  5.94  5.00  0.33  -0.143
C  -0.79  -1.68  -2.47  -0.066
C  6.69  0.00  -0.30  -0.064
H  -5.51  5.02  -0.02  0.118
H  -3.21  2.51  2.56  0.071
N  -3.43  3.95  -1.27  -0.310
H  3.49  -0.13  2.86  0.097
C  0.73  3.73  -4.19  -0.009
C  1.27  -3.85  0.32  -0.059
H  5.03  2.55  -1.81  0.093
H  -2.36  -2.71  3.77  0.072
H  -2.43  4.05  2.05  0.086

Computed properties:
2S+1 = 1
Molecular weight = 1436.38 g mol⁻¹
Max |F| = 2.88 eV/A
HOMO-LUMO gap = 8.580 eV

(2)
A structure of composition C70H75N9O44S6 in a non-equilibrium geometry. Source: the OMol25 dataset; level of theory: wB97M-V/def2-TZVPD.

Each line ends with the Löwdin charge.
Positions of all 204 atoms, in Å:
H  13.28  1.94  0.32  0.106
O  4.54  -1.50  3.02  0.067
H  -5.18  -6.08  -4.37  0.110
C  9.97  2.34  -0.01  -0.023
C  10.40  0.50  1.46  0.002
H  -8.60  -0.15  6.11  0.104
H  -1.42  -5.18  -3.11  0.117
H  -2.73  3.03  1.87  0.122
H  -1.87  -5.59  4.23  0.095
C  -1.67  -1.26  0.73  -0.039
S  0.44  4.81  2.38  0.742
C  -0.65  8.76  -2.70  0.002
C  -7.19  -1.67  5.48  -0.075
H  5.02  1.12  3.37  0.128
C  -1.99  -3.42  6.79  -0.076
O  4.63  3.79  6.53  -0.239
H  -1.62  -7.55  -6.09  0.104
C  -3.57  2.12  0.09  -0.158
H  -6.46  -0.74  1.53  0.103
H  2.70  3.49  -0.37  0.115
O  -0.52  5.03  3.70  -0.200
H  10.07  -0.35  2.05  0.112
S  4.01  5.88  -1.61  0.750
C  -3.94  -4.52  -5.43  -0.090
C  -0.56  -0.71  1.44  0.046
O  2.94  1.85  -4.94  0.007
H  5.84  0.20  4.61  0.130
C  1.81  1.17  -5.19  -0.462
H  -2.32  -1.87  -1.15  0.085
C  -0.73  6.21  -1.46  -0.026
O  -2.54  9.17  -4.67  0.072
H  -0.55  4.67  5.77  0.146
H  3.97  0.24  -7.52  0.114
H  -0.98  -5.25  6.40  0.108
O  -0.16  3.93  1.41  -0.249
H  3.99  -0.48  -5.90  0.111
O  3.15  5.50  -0.24  -0.250
N  7.98  1.06  0.96  -0.345
H  1.15  6.78  -0.62  0.074
H  -0.67  3.30  4.76  0.115
H  0.73  -1.75  4.58  0.112
C  -5.95  -1.98  5.01  -0.042
O  -3.85  4.34  0.78  -0.197
C  -0.04  -3.56  5.40  -0.046
H  -3.12  -6.54  1.73  0.106
H  -2.84  -3.88  7.28  0.113
H  0.70  -4.11  4.83  0.109
O  0.99  6.10  1.96  -0.226
C  3.32  4.16  0.23  -0.155
S  -0.21  -5.84  1.67  0.685
H  3.46  -0.10  5.19  0.132
H  -3.60  -7.82  -4.81  0.107
C  -2.55  0.85  -5.12  -0.125
O  -5.00  5.30  -1.28  -0.242
H  1.61  -3.19  -1.68  0.088
C  4.85  4.05  -0.03  -0.152
O  -4.41  2.77  -0.83  -0.240
C  -1.93  -5.43  -6.54  -0.050
H  1.02  9.16  -1.62  0.109
H  -5.57  -2.98  4.95  0.120
O  4.34  1.16  6.57  -0.208
H  5.45  4.26  0.85  0.132
H  -5.05  -2.61  -2.72  0.092
H  -0.65  5.21  -1.05  0.095
O  6.42  2.26  7.50  -0.268
H  -4.12  1.19  0.25  0.116
O  1.41  0.95  2.67  0.048
C  4.34  -1.19  0.26  0.012
O  -6.35  3.99  0.46  -0.270
H  -2.84  -7.35  3.30  0.135
H  -1.52  1.13  -5.36  0.111
O  5.16  4.79  -1.23  -0.210
H  -0.49  -0.60  -2.46  0.091
O  -0.88  -2.01  -5.32  0.071
H  3.05  4.02  1.27  0.108
H  -5.98  -0.42  -2.81  0.120
N  -4.71  -4.31  -0.75  -0.269
H  1.70  3.19  5.21  0.121
S  -5.08  4.19  -0.29  0.769
N  -1.01  -2.72  -4.32  -0.283
C  -5.45  -2.17  -1.82  -0.024
O  -6.10  -3.60  -4.70  0.043
H  2.98  -1.37  -2.77  0.099
C  0.59  -5.93  -3.15  -0.051
C  -5.29  -2.95  -0.65  -0.131
C  3.57  0.32  -6.50  -0.140
H  3.10  1.65  5.02  0.103
O  0.09  0.61  5.48  0.069
C  -0.40  -4.91  -3.33  0.032
C  -2.17  -5.31  3.22  -0.148
H  1.70  -0.72  -6.10  0.093
H  -2.44  5.85  -2.77  0.093
H  0.29  -6.75  -2.51  0.107
C  -2.89  0.78  -3.59  -0.193
N  3.81  -2.26  2.38  -0.311
C  0.31  7.12  -1.22  -0.054
O  -3.54  3.82  -4.01  -0.258
H  5.06  3.02  -0.33  0.107
H  -2.59  -3.39  -6.68  0.106
H  -2.88  -0.10  -5.53  0.103
C  0.36  0.13  0.74  -0.141
C  2.05  0.26  -6.41  -0.055
O  -3.45  -0.19  3.15  0.044
H  -5.50  -3.00  1.39  0.117
C  2.35  -2.65  -1.10  -0.033
C  3.05  -1.61  -1.72  -0.091
C  -1.57  -1.27  -0.66  -0.054
C  -0.98  -4.18  6.26  -0.066
N  -4.95  -3.39  -5.19  -0.292
H  5.18  -0.66  0.70  0.102
H  1.10  0.73  -1.11  0.121
H  -4.47  2.89  2.02  0.124
C  -0.15  4.25  4.85  -0.163
N  -0.85  0.09  6.03  -0.353
C  2.29  -4.57  -4.17  -0.063
O  -4.24  -4.90  0.24  0.040
C  -0.01  -2.19  5.23  0.004
N  1.37  0.93  1.42  -0.270
C  -1.70  6.55  -2.43  0.008
O  -4.18  1.33  -3.41  -0.236
H  -6.81  0.59  -0.60  0.112
H  -2.51  -1.72  1.23  0.081
C  -5.17  -0.95  4.54  -0.116
H  4.86  1.71  -5.25  0.134
C  5.14  1.03  4.45  -0.194
S  -4.34  2.64  -4.41  0.772
O  -1.16  -4.73  2.37  -0.208
H  2.09  -3.67  0.80  0.100
C  -2.41  -6.70  2.54  -0.147
C  -0.85  -1.41  6.05  -0.116
H  3.31  -4.36  -4.47  0.111
O  -3.44  7.22  -4.44  0.065
O  -1.68  0.71  6.61  0.090
O  7.66  0.11  1.58  0.094
N  -3.89  -1.19  3.74  -0.291
C  11.33  2.56  -0.13  -0.057
H  -6.99  1.77  5.61  0.111
H  3.79  2.55  -6.49  0.136
C  -0.01  -3.73  -4.03  -0.140
O  -5.75  2.85  -4.77  -0.239
H  4.74  -0.29  -1.65  0.110
H  -2.19  1.14  -2.84  0.113
C  -6.75  0.74  5.37  -0.041
C  3.87  0.91  5.23  -0.178
C  -3.44  -6.87  -5.29  -0.084
O  3.27  -3.22  2.94  0.059
O  -2.02  -2.58  -3.56  0.026
O  2.32  1.44  0.79  0.037
O  -3.47  1.84  -5.63  -0.218
H  -3.05  -0.26  -3.31  0.098
C  -5.55  0.39  4.80  -0.015
O  3.26  5.45  -2.82  -0.265
C  -3.66  3.03  1.30  -0.191
H  -0.50  -0.78  2.52  0.094
C  -5.68  -2.41  0.51  -0.056
H  -2.59  -1.51  7.28  0.120
C  9.49  1.32  0.77  -0.110
O  -1.15  -7.09  1.98  -0.186
O  -4.54  -2.25  -5.42  0.055
C  12.24  1.72  0.53  -0.075
H  -3.06  -4.71  3.41  0.117
H  2.64  -6.52  -3.38  0.110
H  1.47  0.58  -7.28  0.130
O  -4.78  -5.02  -1.79  0.045
C  1.37  -3.54  -4.30  -0.029
H  11.84  3.29  -0.74  0.107
H  1.74  4.99  5.08  0.139
C  3.57  -2.11  0.94  -0.139
C  1.30  4.07  4.70  -0.216
O  0.87  1.16  -4.44  0.096
O  4.59  7.24  -1.54  -0.259
O  1.62  3.99  3.33  -0.208
N  -2.64  8.10  -4.11  -0.354
C  -1.65  7.77  -3.07  -0.119
C  2.57  -2.85  0.28  0.036
C  1.89  -5.76  -3.56  -0.065
C  4.10  -0.97  -1.11  -0.054
H  9.25  3.00  -0.47  0.118
H  -0.70  9.78  -3.06  0.112
O  1.05  -5.99  2.42  -0.251
C  -1.81  -2.06  6.78  -0.036
S  5.30  2.53  6.55  0.748
C  -2.81  -4.35  -6.24  -0.026
O  5.69  2.24  4.96  -0.213
H  -7.90  -2.45  5.72  0.109
C  11.78  0.74  1.38  -0.064
C  -5.94  -0.94  -1.87  -0.044
C  -6.20  -1.15  0.56  -0.048
C  -7.61  -0.34  5.72  -0.029
H  -4.79  1.13  4.59  0.111
C  -2.25  -6.68  -5.98  -0.080
H  -2.60  2.03  -0.39  0.136
O  -0.23  -5.56  0.21  -0.269
C  0.30  8.37  -1.82  -0.086
H  12.41  0.06  1.94  0.107
O  -3.42  -2.31  3.62  0.062
H  -1.05  -5.33  -7.15  0.108
C  3.97  1.67  -5.87  -0.143
C  0.37  0.10  -0.62  -0.028
C  -4.30  -5.84  -4.96  0.004
H  1.67  -2.67  -4.86  0.097
C  -6.33  -0.38  -0.63  -0.001
C  -0.54  -0.64  -1.38  -0.047
O  7.23  1.84  0.42  0.067

Computed properties:
2S+1 = 1
Molecular weight = 1938.79 g mol⁻¹
Max |F| = 4.93 eV/A
HOMO-LUMO gap = 7.320 eV

no.,LUMO energy (eV)
1,-1.14
2,-1.51